No. 1
# C6H13NO2

An isolated molecule of C6H13NO2 at a distorted geometry (wB97M-V/def2-TZVPD, the OMol25 dataset).

The SMILES is CC(C)(C)N[C@@]1(O)CO1. The energy above the lowest of the compared OMol25 structures with the same formula, charge and spin is 60.8 kcal per mole. Its multiplicity is 1. The HOMO energy is -8.8 eV. For the maximum force, the calculation gives 2.952 eV Å⁻¹. The gap between HOMO and LUMO is 9.584 eV.

CARTESIAN COORDINATES (ANGSTROEM)
C1 -0.78166 -0.43445 1.40042
C2 -0.96711 0.08532 -0.00998
C3 -1.81894 -0.84318 -0.85429
C4 -1.40769 1.51662 -0.07843
N1 0.51509 0.21306 -0.79977
C5 1.76017 0.16667 -0.14633
O1 1.86360 1.01404 0.93586
C6 2.64924 -1.00625 -0.12630
O2 2.88378 0.10345 -0.99425
H1 -0.11343 0.20896 1.97232
H2 -1.74855 -0.45723 1.90006
H3 -0.36988 -1.44245 1.38804
H4 -1.38512 -1.84098 -0.88876
H5 -1.92148 -0.45727 -1.86703
H6 -2.81849 -0.91633 -0.42464
H7 -1.12368 2.10117 0.79316
H8 -2.46485 1.63113 -0.29913
H9 -0.70455 1.81913 -0.93710
H10 0.55210 -0.33687 -1.65131
H11 1.69613 1.91295 0.62635
H12 3.36204 -1.11537 0.68145
H13 2.34330 -1.92209 -0.62037

No. 2
# C9H7NO2S

A cluster of 2 separate species, C9H7NO2S in total at a distorted geometry (wB97M-V/def2-TZVPD, the OMol25 dataset).

The energy above the lowest of the compared OMol25 structures with the same formula, charge and spin is 75.6 kcal per mole. Its multiplicity is 1. The HOMO energy is -8.9 eV. For the maximum force, the calculation gives 3.996 eV Å⁻¹. The gap between HOMO and LUMO is 7.821 eV.

CARTESIAN COORDINATES (ANGSTROEM)
C1 0.64779 1.36814 -2.41389
C2 -0.68380 1.10408 -2.33924
C3 1.53281 0.91662 -1.37512
C4 -1.18691 0.10439 -1.43464
C5 1.03995 0.09270 -0.38655
C6 -0.31383 -0.46782 -0.52682
C7 1.68199 -0.54937 0.77778
C8 0.89550 -1.55799 1.19033
C9 -0.39377 -1.57678 0.48616
N1 -1.56956 -1.15574 2.04674
O1 -2.40296 0.44859 3.66026
O2 -0.34198 1.11985 2.51968
S1 -1.37464 0.16181 2.75471
H1 0.85773 2.27328 -3.05406
H2 -1.45079 1.62757 -2.96677
H3 2.58289 1.33882 -1.27616
H4 -2.17236 -0.37828 -1.58512
H5 2.50944 -0.20100 1.32768
H6 1.21866 -2.15191 2.02854
H7 -1.07614 -2.51695 0.56650